Entry from the Open Molecules 2025 dataset: a structure of composition C34H49BrN3O3P2S2SiV (ωB97M-V/def2-TZVPD).

XYZ file:
```
96
C34H49BrN3O3P2S2SiV | the Open Molecules 2025 dataset | ωB97M-V/def2-TZVPD
V -1.31800 -1.06800 0.24375
C -5.07845 -5.42857 -0.87766
C -3.93190 -5.11404 -1.81368
O -3.86073 -3.70721 -2.08785
P -2.81896 -2.77300 -1.29199
S -3.23002 -0.89317 -1.70714
S -2.65240 -3.23773 0.61557
O -1.42351 -3.21992 -2.00670
C -0.48566 -2.33829 -2.62454
C -0.68456 -2.29725 -4.12441
H -5.18082 -6.51119 -0.77232
H -6.01042 -5.02931 -1.28012
H -4.90814 -4.99301 0.10522
H -4.08947 -5.59186 -2.78229
H -2.97919 -5.46600 -1.41295
H 0.50313 -2.71505 -2.35653
H -0.58320 -1.32522 -2.22219
H -0.55361 -3.28876 -4.56050
H 0.04101 -1.61505 -4.57578
H -1.69021 -1.94263 -4.35429
C 1.94339 -5.44893 3.82287
C 2.96167 -4.76705 3.16946
C 2.67218 -3.62214 2.43833
C 1.37155 -3.11636 2.33686
C 0.36543 -3.83577 2.98770
C 0.64074 -4.98110 3.72473
Si 0.92445 -1.52227 1.36402
C 1.56874 -0.13830 2.55633
C 0.77849 0.98013 2.83321
C 1.22779 2.02086 3.64064
C 2.49655 1.97045 4.19851
C 3.29868 0.86111 3.95664
C 2.83347 -0.17314 3.15556
H 2.16352 -6.34117 4.39743
H 3.98186 -5.13043 3.22699
H 3.47831 -3.11738 1.91483
H -0.66119 -3.49412 2.90559
H -0.16603 -5.51354 4.21548
H 2.09566 -1.52935 0.38165
H -0.22216 1.02192 2.42405
H 0.57722 2.86611 3.83859
H 2.85154 2.77595 4.83113
H 4.28759 0.80007 4.39793
H 3.47800 -1.03065 2.99144
Br -5.22310 2.18637 4.83236
C -4.08220 1.29249 3.58309
C -3.37518 0.17231 3.98570
C -2.55548 -0.46540 3.06219
C -2.40208 -0.04065 1.73265
C -3.14985 1.09990 1.39701
C -3.97968 1.77237 2.29127
H -3.46375 -0.19246 5.00153
H -1.99725 -1.33305 3.40847
H -3.09386 1.49164 0.38268
H -4.54157 2.64719 1.98663
O -0.25738 0.65152 -0.60621
P 0.52521 1.64005 -1.38644
N 2.15113 1.67951 -1.12129
C 2.62830 2.14795 0.20564
C 3.81171 1.24126 0.52593
C 4.33846 0.87357 -0.85862
C 3.04907 0.62679 -1.63429
N -0.05564 3.14569 -1.01249
C -0.87785 3.40276 0.18146
C -0.14657 4.54654 0.86841
C 0.30152 5.40134 -0.31903
C 0.64251 4.37456 -1.41437
N 0.41506 1.40151 -3.02625
C 1.26305 2.14306 -3.98612
C 0.30482 2.62309 -5.07529
C -0.79861 1.56865 -5.04409
C -0.96427 1.31039 -3.55591
H 1.84700 2.08104 0.96779
H 2.94564 3.19386 0.12337
H 3.44655 0.34409 1.02966
H 4.54167 1.72939 1.17121
H 4.99910 0.00729 -0.86315
H 4.87297 1.71976 -1.30132
H 2.65256 -0.36881 -1.40756
H 3.18626 0.71380 -2.71047
H -0.97707 2.50125 0.77790
H -1.88392 3.71636 -0.11850
H 0.71276 4.15625 1.41820
H -0.78065 5.09026 1.56850
H 1.14799 6.05026 -0.09388
H -0.52522 6.03488 -0.64786
H 1.71879 4.19495 -1.47450
H 0.30806 4.71955 -2.39813
H 2.00972 1.46987 -4.41738
H 1.79700 2.96115 -3.50284
H 0.80130 2.70415 -6.04263
H -0.10417 3.60433 -4.82070
H -0.46795 0.65813 -5.55030
H -1.72892 1.89711 -5.50617
H -1.40249 0.34441 -3.32418
H -1.59587 2.08809 -3.10527
```

The value obtained for the LUMO energy (alpha / beta) is 0.083 / 0.083 hartree. The orbital gap (alpha / beta) is 6.11 / 6.67 eV. The energy above the lowest of the compared OMol25 structures with the same formula, charge and spin is 7.3 kcal per mole. As for the spin multiplicity: 4. As for the total charge: -1. The calculation puts the total energy at -7001.8206 a.u. For the HOMO energy (alpha / beta), the calculation gives -3.85 / -4.40 eV. Its expectation value of S² is 3.77. The molecular weight is 832.8 g mol⁻¹. The calculation puts the max |F| at 0.01402 hartree/bohr.


Entry from the Open Molecules 2025 dataset: a structure of composition C34H50BiP2 (ωB97M-V/def2-TZVPD).

XYZ file:
```
87
C34H50BiP2 | the Open Molecules 2025 dataset | ωB97M-V/def2-TZVPD
Bi 2.54184 4.46823 1.04938
C -2.41322 -1.13482 1.07406
C -2.56278 -0.66143 -0.25654
C -1.40083 -2.64201 -0.33578
C -1.68975 -2.35726 1.02601
C -1.93611 -1.59213 -1.12747
C -2.90299 -0.46914 2.30000
H -3.79597 0.13403 2.09217
H -2.14205 0.19919 2.73487
H -3.16178 -1.20980 3.06667
C -1.27304 -3.15745 2.19489
H -1.97145 -3.01612 3.02951
H -0.26980 -2.86851 2.54836
H -1.24123 -4.22547 1.94366
C -0.66673 -3.81542 -0.84883
H -0.76341 -4.67105 -0.16813
H 0.40596 -3.60538 -0.97287
H -1.05322 -4.11032 -1.83234
C -1.81912 -1.48296 -2.59546
H -1.88832 -2.47169 -3.06496
H -0.85636 -1.04116 -2.89812
H -2.61614 -0.85060 -3.00093
C -3.29316 0.55267 -0.67883
H -4.35680 0.34395 -0.87616
H -2.86641 0.96303 -1.60204
H -3.25350 1.32749 0.09669
C 1.53029 6.41305 1.31264
C 0.13677 6.11140 1.88651
C -1.02489 6.56016 0.94472
C -1.26255 5.43950 -0.08790
C -0.28143 4.28117 0.21008
C 1.03786 4.47570 -0.54519
C 1.34384 5.85765 -1.19062
C 1.59280 6.96200 -0.13198
H -0.82928 7.52467 0.46745
H -1.16555 5.81990 -1.10489
H -1.93471 6.71812 1.53977
H 0.88719 7.79050 -0.27814
H 2.13430 7.01819 2.00410
H 0.03768 6.59514 2.87104
H 2.58245 7.42108 -0.30088
H 2.24094 5.75449 -1.82787
H 1.25453 3.62906 -1.20656
H 0.54564 6.13931 -1.89920
H -2.29708 5.07977 -0.01091
H -0.69384 3.29006 -0.04585
P -0.36015 4.33045 2.08122
P 2.38904 1.26022 -2.78355
C 3.74643 3.33846 -1.15686
C 3.47594 2.79538 -2.51854
H 4.23571 2.62900 -0.47285
H 4.29019 4.29741 -1.20485
H 2.98659 3.57367 -3.12533
H 4.42344 2.50927 -3.00930
C 3.68371 -0.03365 -2.96057
H 3.28102 -0.85046 -3.57563
H 3.92113 -0.42935 -1.96398
H 4.58797 0.37621 -3.43112
C 2.00742 1.52867 -4.56265
H 2.84569 2.02243 -5.07165
H 1.11645 2.16817 -4.62093
H 1.78712 0.56867 -5.04332
C 0.70333 3.19682 2.99565
H 0.03716 2.48230 3.50429
H 1.28179 3.73721 3.76179
H 1.39523 2.58392 2.37375
C -2.07729 4.08738 2.56665
H -2.38549 3.08274 2.22194
H -2.76771 4.82068 2.12793
H -2.15815 4.12167 3.66568
C 3.30367 -2.93144 1.16914
C 2.09631 -2.21575 1.01987
C 2.06042 -0.83260 1.14831
C 3.23051 -0.10151 1.49488
C 3.27637 1.28333 1.69005
C 4.41311 1.92134 2.07064
C 5.65404 1.20193 2.17393
C 5.67702 -0.15666 1.95293
C 4.48066 -0.85487 1.64594
C 4.47774 -2.25365 1.45964
H 3.30768 -4.01512 1.05129
H 1.17961 -2.76273 0.79561
H 1.12806 -0.28058 0.98805
H 4.42848 2.99052 2.29885
H 6.56549 1.74749 2.41228
H 6.61066 -0.72859 2.01343
H 5.41771 -2.79933 1.55663
```

The value obtained for the LUMO energy (alpha / beta) is -0.165 / -0.176 hartree. The orbital gap (alpha / beta) is 4.40 / 4.19 eV. The energy above the lowest of the compared OMol25 structures with the same formula, charge and spin is 89.5 kcal per mole. As for the total charge: +1. The calculation puts the total energy at -2222.3009 a.u. For the HOMO energy (alpha / beta), the calculation gives -8.90 / -8.98 eV. The molecular weight is 729.7 g mol⁻¹. The calculation puts the max |F| at 0.07166 hartree/bohr.


Entry from the Open Molecules 2025 dataset: a structure of composition C34H50BrClF5N4O5PSiSrTe (ωB97M-V/def2-TZVPD).

XYZ file:
```
104
C34H50BrClF5N4O5PSiSrTe | the Open Molecules 2025 dataset | ωB97M-V/def2-TZVPD
Sr 0.25160 -0.08758 0.32162
O -2.44665 2.42016 2.36179
C -1.93242 2.09656 1.33804
N -0.53464 1.79829 1.18181
C 0.35952 1.36165 2.09250
O 0.12688 0.78874 3.12759
C 1.74733 1.35212 1.47478
C 2.84957 1.21088 2.27125
C 4.10034 1.22520 1.66420
C 4.19847 1.29510 0.28285
C 3.04641 1.35314 -0.47121
N 1.82235 1.36978 0.11474
C -2.90885 1.89330 0.16880
C -3.47718 2.91553 -0.57718
C -4.56213 2.59753 -1.37593
C -5.05549 1.29915 -1.37916
C -4.41680 0.35895 -0.58938
N -3.37962 0.65438 0.18964
H 2.70360 1.14469 3.33919
H 4.99581 1.16306 2.26969
H 5.15453 1.29271 -0.22099
H 3.05463 1.40707 -1.54948
H -3.05981 3.91438 -0.55477
H -5.02360 3.36203 -1.98654
H -5.91478 1.02489 -1.97485
H -4.74721 -0.67638 -0.56364
Br -4.12561 2.08740 -5.04164
C -3.51419 0.48413 -4.22859
C -4.23672 -0.68114 -4.39522
C -3.77670 -1.83210 -3.77222
C -2.61211 -1.75641 -3.02406
N -1.91342 -0.62779 -2.89078
C -2.35245 0.48747 -3.47224
H -5.14144 -0.68683 -4.98768
H -4.31235 -2.76835 -3.87371
H -2.20361 -2.61975 -2.51191
H -1.76226 1.38962 -3.30810
Cl 6.24281 -1.69090 -0.88778
C 5.18222 -2.21890 0.47982
C 3.68643 -2.04856 0.14770
O 3.27180 -2.65162 -0.85370
O 3.06959 -1.32445 0.97807
H 5.45234 -1.62065 1.34215
H 5.39668 -3.26915 0.65945
C 1.86315 -3.59597 -3.61775
P 1.24653 -1.93548 -3.12955
C 2.79132 -0.97069 -3.40781
C 0.47952 -1.47909 -4.74885
H 2.39403 -3.55014 -4.57544
H 1.02648 -4.29726 -3.69780
H 2.53904 -3.94715 -2.83262
H 3.17166 -1.12036 -4.42384
H 3.54116 -1.28125 -2.67851
H 2.55522 0.09239 -3.27215
H 1.17922 -1.66491 -5.56917
H 0.22644 -0.41526 -4.72456
H -0.44013 -2.04406 -4.92339
F 1.22479 3.46352 1.11611
Te 0.22539 2.57225 -0.69443
F -0.76297 4.04266 -0.01577
F 1.20025 1.80928 -2.30870
F 1.59454 3.78009 -1.14560
F -0.61036 3.39929 -2.21293
O -0.73800 1.07221 -1.11677
C -3.35445 -2.74086 1.03753
C -2.44859 -3.32935 2.13474
C -2.47756 -2.32580 3.29691
C -3.08126 -4.64104 2.61839
Si -0.59197 -3.40824 1.44458
C -0.51598 -5.00420 0.29236
C 0.75757 -4.90197 -0.56127
C -1.69091 -4.96641 -0.68958
C -0.53469 -6.37166 0.98577
C 0.59587 -3.78860 2.97443
C 0.07066 -4.76865 4.02955
C 1.94956 -4.30302 2.46535
C 0.89943 -2.44512 3.66561
H -4.32996 -2.45123 1.47558
H -3.55290 -3.45947 0.23646
H -2.90633 -1.85519 0.59461
H -3.52323 -2.13133 3.60031
H -2.03103 -1.36803 3.00584
H -1.94109 -2.69968 4.17587
H -4.10682 -4.45596 2.99994
H -2.50148 -5.10034 3.42799
H -3.16139 -5.37322 1.80548
H 0.83973 -3.91813 -1.02376
H 0.74230 -5.67635 -1.35513
H 1.67018 -5.04532 0.02416
H -1.76067 -3.97916 -1.15783
H -2.64675 -5.18702 -0.20285
H -1.53830 -5.71998 -1.48638
H 0.34768 -6.51818 1.61730
H -0.53463 -7.18091 0.22739
H -1.42386 -6.50135 1.61441
H -0.20932 -5.73388 3.59108
H -0.80840 -4.36689 4.54780
H 0.84934 -4.95621 4.79630
H 1.88812 -5.32206 2.07165
H 2.67486 -4.31141 3.30100
H 2.34193 -3.64841 1.68166
H 0.00046 -1.93956 4.03284
H 1.39470 -1.76615 2.96545
H 1.57653 -2.60953 4.52588
```

The value obtained for the LUMO energy is 0.123 hartree. The orbital gap is 4.34 eV. The energy above the lowest of the compared OMol25 structures with the same formula, charge and spin is 222.1 kcal per mole. As for the total charge: -2. The calculation puts the total energy at -6383.8769 a.u. For the HOMO energy, the calculation gives -1.00 eV. The molecular weight is 1079.4 g mol⁻¹. The calculation puts the max |F| at 0.26631 hartree/bohr.